# 1
52
Properties=species:S:1:pos:R:3 method="wB97M-V/def2-TZVPD" total_charge=+1 smiles="CCCN[n+]1cc([C@H](C)CCC)c2c(CON=O)cc(C)cc2c1" homo_energy_ev=-12.18 orbital_gap_ha=0.2997
C 5.53 2.25 -0.56
C 5.29 0.75 -0.26
C 3.88 0.52 0.37
N 3.08 -0.45 -0.43
N 1.69 -0.15 -0.31
C 0.94 -0.84 0.57
C -0.40 -0.60 0.78
C -1.05 -1.51 1.81
C -0.27 -1.35 3.16
C -0.81 -3.01 1.37
C -1.63 -3.32 0.08
C -0.82 -3.14 -1.26
C -0.97 0.48 0.00
C -2.34 0.89 0.15
C -3.40 0.37 1.10
O -3.98 -0.87 0.68
N -5.38 -0.84 1.05
O -6.04 -0.65 0.12
C -2.78 1.90 -0.69
C -1.98 2.55 -1.66
C -2.53 3.64 -2.59
C -0.66 2.21 -1.79
C -0.16 1.17 -0.95
C 1.19 0.82 -1.07
H 6.34 2.35 -1.29
H 5.86 2.80 0.34
H 4.61 2.74 -0.92
H 6.02 0.40 0.49
H 5.44 0.13 -1.16
H 3.39 1.51 0.40
H 3.95 0.19 1.42
H 3.29 -0.19 -1.39
H 1.47 -1.62 1.12
H -2.12 -1.44 2.01
H 0.72 -1.84 3.06
H -0.05 -0.29 3.38
H -0.78 -1.86 3.99
H -1.24 -3.64 2.17
H 0.25 -3.26 1.30
H -2.16 -4.28 0.12
H -2.43 -2.56 0.04
H -0.84 -4.04 -1.88
H -1.23 -2.29 -1.84
H 0.22 -2.90 -0.99
H -2.95 0.31 2.11
H -4.21 1.11 1.19
H -3.82 2.22 -0.64
H -3.61 3.46 -2.70
H -2.33 4.63 -2.15
H -2.05 3.53 -3.57
H 0.04 2.67 -2.49
H 1.85 1.33 -1.77


# 2
27
Properties=species:S:1:pos:R:3 method="wB97M-V/def2-TZVPD" total_charge=0 de_lowest_kj_mol=377.0 homo_energy_ev=-7.98 orbital_gap_ha=0.3182
C -1.21 0.30 -0.21
C 2.68 1.61 0.39
C 1.47 2.41 0.70
C 2.34 0.13 0.24
C 0.27 2.14 -0.36
C 1.13 -0.21 -0.70
C -2.25 -2.75 -0.74
C -2.08 -2.18 0.70
N 0.02 0.73 -0.43
O -1.01 -1.34 0.76
P -2.78 0.61 -0.59
H 3.23 2.10 -0.53
H 3.27 1.65 1.19
H 1.03 1.95 1.69
H 1.75 3.49 0.68
H 3.29 -0.28 -0.12
H 1.98 -0.32 1.18
H -0.65 2.64 0.11
H 0.54 2.60 -1.29
H 1.39 -0.27 -1.79
H 0.78 -1.30 -0.62
H -2.47 -1.98 -1.52
H -1.29 -3.39 -1.06
H -3.13 -3.36 -0.61
H -1.95 -3.07 1.23
H -3.07 -1.74 1.16
H -3.26 -0.19 0.54


# 3
12
Properties=species:S:1:pos:R:3 method="wB97M-V/def2-TZVPD" total_charge=0 de_lowest_kj_mol=589.2 homo_energy_ev=-9.04 orbital_gap_ha=0.3473
C 1.41 0.03 -0.19
O 1.27 -0.26 1.20
C 0.13 0.13 0.50
C -0.77 1.33 0.78
O -1.86 0.43 0.40
C -1.14 -0.68 0.26
H 1.61 -0.83 -0.83
H 1.96 0.95 -0.42
H -0.73 2.20 0.12
H -0.87 1.63 1.82
H -0.65 -2.30 -1.52
H -0.34 -2.63 -2.11